99
Properties=species:S:1:pos:R:3 method="wB97M-V/def2-TZVPD" relative_energy_kcal_mol=12.1 gap_ev=5.92 e_homo_ev=-9.4 charge=+1
Cd 0.0293 -2.0117 2.5111
O -2.5356 -4.5295 0.4661
C -1.5696 -4.0204 0.9963
N -1.4798 -3.4208 2.2063
C -2.3958 -3.6031 3.1908
O -3.3944 -4.2903 3.1785
C -2.0053 -2.8721 4.4675
C -2.9532 -2.7000 5.4700
C -2.5707 -2.1138 6.6637
C -1.2466 -1.7330 6.8243
C -0.3734 -1.9103 5.7614
N -0.7461 -2.4536 4.6089
C -0.2386 -4.0152 0.2559
C -0.1972 -4.5940 -1.0103
C 1.0075 -4.6553 -1.6845
C 2.1336 -4.1325 -1.0653
C 1.9948 -3.5449 0.1839
N 0.8407 -3.4876 0.8337
H -3.9621 -3.0351 5.2938
H -3.2860 -1.9627 7.4579
H -0.8995 -1.3018 7.7517
H 0.6658 -1.6114 5.8288
H -1.1151 -4.9842 -1.4212
H 1.0722 -5.1030 -2.6655
H 3.1051 -4.1939 -1.5345
H 2.8501 -3.0980 0.6789
F -1.6742 -0.3656 -4.0593
C -0.4753 -0.1030 -3.4853
C -0.3226 -0.4279 -2.1644
C 0.8657 -0.1505 -1.4905
C 0.9451 -0.4401 -0.0537
O -0.0717 -0.8240 0.5488
C 2.2450 -0.2155 0.5150
C 3.2312 0.3302 -0.2434
N 3.1112 0.6816 -1.5475
C 4.1770 1.3710 -2.2170
C 4.9762 0.6544 -3.2713
C 5.6013 0.9941 -1.9544
C 1.9331 0.4259 -2.2030
C 1.7597 0.7245 -3.5611
C 0.5616 0.4925 -4.2230
N 0.4677 0.7990 -5.5927
C -0.6906 0.3505 -6.3491
C -0.4299 0.6023 -7.8418
N 1.0408 0.5946 -8.0460
C 1.6653 1.8029 -7.4346
C 0.9543 2.0669 -6.0921
C 2.6436 -0.5941 1.9708
O 3.8408 -0.5767 2.2066
O 1.7113 -0.8605 2.7792
H -1.1332 -0.8917 -1.6238
H 4.1883 0.5081 0.2306
H 3.9523 2.4209 -2.3796
H 5.2785 1.2068 -4.1479
H 4.7392 -0.3813 -3.4602
H 6.3340 1.7848 -1.9185
H 5.7981 0.1832 -1.2725
H 2.5899 1.1364 -4.1085
H -1.6199 0.8558 -6.0579
H -0.8197 -0.7167 -6.1634
H -0.8148 1.5701 -8.1666
H -0.9010 -0.1722 -8.4483
H 1.2872 0.5163 -9.0371
H 1.4006 -0.2300 -7.5481
H 1.5531 2.6530 -8.1101
H 2.7301 1.6096 -7.2898
H 0.1248 2.7723 -6.2381
H 1.6458 2.5198 -5.3863
C -1.6422 1.8847 5.7982
C -2.4665 1.8383 4.5238
C -2.9882 3.2244 4.2063
Sb -1.3027 0.7190 2.9468
C 0.1599 2.2365 2.1865
C 1.2785 2.3737 3.2074
C -0.4060 3.5940 1.8112
C -2.8608 0.6117 1.3349
C -3.6619 1.8611 1.0128
C -3.8025 -0.5180 1.7201
H -2.2526 2.2322 6.6327
H -0.8216 2.5898 5.6824
H -1.2364 0.9042 6.0472
H -3.3202 1.1714 4.6778
H -2.1812 3.9491 4.1643
H -3.6691 3.5336 4.9997
H -3.5297 3.2524 3.2690
H 0.5589 1.7545 1.2874
H 0.9155 2.8699 4.1058
H 2.0951 2.9731 2.8006
H 1.6780 1.3984 3.4830
H -0.7500 4.1332 2.6886
H -1.2365 3.4952 1.1182
H 0.3653 4.1983 1.3311
H -2.2826 0.3177 0.4546
H -4.4002 2.0589 1.7861
H -4.1992 1.7112 0.0762
H -3.0273 2.7354 0.8940
H -4.3231 -0.2821 2.6483
H -3.2641 -1.4572 1.8454
H -4.5568 -0.6641 0.9472

=====

22
Properties=species:S:1:pos:R:3 method="wB97M-V/def2-TZVPD" smiles=CC[C@@H](C)CN.O relative_energy_kcal_mol=18.7 gap_ev=10.57 e_homo_ev=-9.6 charge=0
C 1.4881 1.3409 -1.4332
C 0.4752 0.3622 -0.8392
C 0.0711 0.7367 0.6072
C -1.1704 1.6463 0.4730
C -0.2848 -0.4263 1.5821
N -0.0729 -1.7830 1.0393
H 1.4891 1.3390 -2.5241
H 1.1698 2.3548 -1.1823
H 2.4904 1.1145 -1.0871
H -0.4476 0.3020 -1.4144
H 0.9632 -0.6109 -0.8471
H 0.8603 1.3398 1.0575
H -1.6011 1.9543 1.4180
H -0.8292 2.5323 -0.0694
H -1.9375 1.1575 -0.1271
H 0.3148 -0.2838 2.4853
H -1.3429 -0.3234 1.8107
H 0.1396 -2.4506 1.7766
H 0.8070 -1.7657 0.5305
O -0.8722 -3.2176 -1.2158
H -0.4916 -2.4525 -1.6524
H -1.2186 -2.8664 -0.3883

=====

85
Properties=species:S:1:pos:R:3 method="wB97M-V/def2-TZVPD" relative_energy_kcal_mol=1.7 gap_ev="6.44 / 6.52" e_homo_ev="-6.7 / -6.8" charge=0
Mn -0.6572 -1.5177 -0.2841
Cl 2.2912 -5.6098 -0.9708
C 2.4934 -4.3660 0.2233
C 3.5140 -4.4966 1.1785
C 3.7383 -3.5236 2.1130
Cl 5.0441 -3.6980 3.2556
C 2.9204 -2.3681 2.1586
C 3.0785 -1.2754 3.0399
C 2.2123 -0.2211 2.9604
C 1.1529 -0.2603 2.0321
N 0.9733 -1.2668 1.2083
C 1.8676 -2.2882 1.2332
C 1.6595 -3.2538 0.1864
O 0.7526 -3.0115 -0.6843
H 4.1359 -5.3807 1.1582
H 3.8877 -1.2820 3.7574
H 2.3121 0.6361 3.6116
H 0.4240 0.5376 1.9983
C 2.1186 3.1577 0.8622
O 0.8921 3.8483 0.6171
C 0.7964 4.4042 -0.6360
C 0.7968 5.7906 -0.7283
C 0.7179 6.4265 -1.9530
C 0.6387 5.6652 -3.1109
C 0.6052 4.2871 -3.0241
C 0.6692 3.6283 -1.7940
N 0.6803 2.2225 -1.8172
C -0.0130 1.3058 -1.0532
N -0.9118 1.8031 -0.1830
C -1.6500 1.1124 0.8111
C -1.6973 -0.2723 0.9121
C -2.4549 -0.7603 1.9963
C -3.1246 0.0548 2.8841
C -3.0820 1.4428 2.7380
C -2.3428 1.9652 1.6953
O -2.2190 3.3052 1.4297
C -2.8230 4.2088 2.3284
N 0.1521 0.0357 -1.2597
C 1.1569 -0.4134 -2.1554
C 0.7911 -1.0500 -3.3311
C 1.7391 -1.6086 -4.1752
C 3.0772 -1.5372 -3.8341
C 3.4712 -0.9134 -2.6562
C 2.5192 -0.3529 -1.8172
O 2.8138 0.2302 -0.6210
C 4.1501 0.1465 -0.1687
H 2.1313 2.9306 1.9259
H 2.9670 3.8023 0.6175
H 2.1757 2.2344 0.2851
H 0.8789 6.3477 0.1953
H 0.7294 7.5063 -2.0047
H 0.5882 6.1405 -4.0805
H 0.5146 3.6869 -3.9214
H 1.0811 1.8107 -2.6469
H -0.9524 2.8071 -0.1033
H -2.4946 -1.8331 2.1675
H -3.6789 -0.3723 3.7112
H -3.6063 2.0863 3.4280
H -2.6016 5.2059 1.9560
H -2.4111 4.0968 3.3352
H -3.9068 4.0686 2.3651
H -0.2656 -1.1057 -3.5585
H 1.4273 -2.1057 -5.0832
H 3.8295 -1.9773 -4.4745
H 4.5178 -0.8853 -2.3898
H 4.1614 0.5980 0.8214
H 4.8330 0.6922 -0.8268
H 4.4728 -0.8953 -0.0870
C -1.4827 -3.5102 -2.4938
C -1.7674 -2.7964 -1.2017
O -2.4624 -1.6485 -1.2309
H -1.7219 -2.8265 -3.3079
H -2.0827 -4.4128 -2.6196
H -0.4290 -3.7886 -2.5394
S -2.1452 -3.9646 0.1983
C -3.6953 -3.4602 0.7273
N -4.2783 -2.3998 0.1436
C -5.4695 -1.9403 0.5570
C -6.1273 -2.5700 1.5790
C -5.4318 -3.6389 2.1693
N -4.2518 -4.0799 1.7827
H -3.4987 -1.8239 -0.5146
H -5.8533 -1.0738 0.0364
H -7.0936 -2.2463 1.9276
H -5.8677 -4.1460 3.0232

=====

11
Properties=species:S:1:pos:R:3 method="wB97M-V/def2-TZVPD" smiles="CC(=[NH2+])[N+](=O)[O-]" relative_energy_kcal_mol=92.8 gap_ev=9.33 e_homo_ev=-16.9 charge=+1
C 0.8770 1.0213 0.0660
C 0.0587 -0.1248 0.0248
N 0.3967 -1.5379 0.0189
N -1.4798 0.1301 -0.0061
O -1.9571 1.2519 -0.0225
O -2.0601 -0.9140 0.1066
H 1.6605 0.9673 -0.6603
H 1.0934 1.1738 1.1896
H 0.2609 1.8828 -0.2534
H 1.4132 -1.6920 -0.0460
H -0.2633 -2.1585 -0.4175

=====

67
Properties=species:S:1:pos:R:3 method="wB97M-V/def2-TZVPD" gap_ev="5.49 / 5.43" e_homo_ev="-7.9 / -7.9" charge=0
Ta -0.5995 -0.7827 0.6062
O -0.7514 0.4799 3.9404
Cl -0.3175 -0.6260 3.1062
O 0.3061 -1.6264 3.9533
O 0.6918 -0.1250 2.1646
O -1.5034 -1.2252 2.4813
O 4.9024 -3.0363 -1.2257
C 3.7263 -2.6444 -0.6575
C 3.3536 -3.0718 0.6074
C 2.1412 -2.6200 1.0992
N 1.3140 -1.7962 0.4209
C 1.7141 -1.4038 -0.8063
Br 0.5600 -0.2513 -1.7592
C 2.9063 -1.7985 -1.3874
H 5.3758 -3.6225 -0.6117
H 3.9709 -3.7321 1.2032
H 1.7900 -2.9172 2.0836
H 3.1967 -1.4640 -2.3760
N -4.1146 0.6835 1.8961
C -3.5932 -0.2562 1.0369
O -2.4761 0.2282 0.7546
C -4.2385 -1.3876 0.6695
C -5.5421 -1.6935 1.1617
N -6.6047 -2.0075 1.5217
C -3.6437 -2.3257 -0.2283
N -3.2405 -3.1445 -0.9522
H -3.3401 0.8297 2.5479
H -4.0066 1.5499 1.3646
O -0.8749 -5.0791 0.3087
C -0.6029 -3.8642 0.0473
O -0.9066 -2.8631 0.7712
C 0.1496 -3.5847 -1.2403
C 0.5246 -4.6311 -2.0992
C 1.2175 -4.3751 -3.2852
C 1.5469 -3.0657 -3.6313
C 1.1838 -2.0136 -2.7924
C 0.4909 -2.2722 -1.6069
H 0.2670 -5.6539 -1.8283
H 1.4959 -5.2009 -3.9320
H 2.0850 -2.8658 -4.5521
H 1.4358 -0.9906 -3.0533
H 0.2069 -1.4506 -0.9510
C 1.7924 4.1176 -3.1480
C 0.6402 3.3667 -3.3658
C 0.0392 2.6801 -2.3076
C 0.5846 2.7351 -1.0126
C 1.7480 3.4992 -0.8109
C 2.3453 4.1847 -1.8717
Si -0.2180 1.8021 0.4012
C -0.6359 3.1240 1.6617
C -0.0987 3.0697 2.9603
C -0.4094 4.0532 3.9033
C -1.2592 5.1033 3.5652
C -1.8003 5.1723 2.2840
C -1.4933 4.1907 1.3386
H 2.2575 4.6527 -3.9714
H 0.2061 3.3153 -4.3608
H -0.8620 2.1025 -2.5097
H 2.2000 3.5801 0.1767
H 3.2414 4.7749 -1.6986
H -1.4438 1.1325 -0.0585
H 0.5686 2.2628 3.2588
H 0.0129 3.9987 4.9032
H -1.4992 5.8680 4.2987
H -2.4616 5.9924 2.0166
H -1.9274 4.2747 0.3429
H -1.7241 -1.3555 -0.7656

=====

17
Properties=species:S:1:pos:R:3 method="wB97M-V/def2-TZVPD" relative_energy_kcal_mol=52.7 gap_ev="6.74 / 6.74" e_homo_ev="-13.4 / -13.4" charge=+1
N 0.1419 0.2923 -0.3031
S -1.1326 -0.6862 -0.6417
O -1.3009 -0.6379 -2.0837
O -1.0225 -1.9685 0.0314
C -2.5359 0.3438 0.0797
F -3.6196 0.0780 -0.6445
F -2.1671 1.8185 0.7774
F -2.7955 -0.2419 1.2509
S 1.2625 0.0074 0.8210
O 0.9200 -0.7414 2.0079
O 1.8243 1.3875 0.9358
C 2.6099 -0.9588 -0.0632
F 2.2466 -2.2159 -0.1656
F 2.8125 -0.4354 -1.2520
F 3.6983 -0.8489 0.6706
H -1.4776 2.0854 -1.0779
Y 0.5357 2.7220 -0.3430

=====

86
Properties=species:S:1:pos:R:3 method="wB97M-V/def2-TZVPD" relative_energy_kcal_mol=4.4 gap_ev="8.36 / 7.58" e_homo_ev="-10.4 / -10.5" multiplicity=5 charge=+1
Fe -0.0792 -0.3087 0.6608
Cl -0.9680 1.0885 -1.3610
C -2.2445 1.2024 -0.1142
C -2.2978 0.1274 0.7453
C -3.3770 0.1845 1.6192
Cl -3.7226 -1.2236 2.6014
C -4.2547 1.2668 1.6776
Cl -5.5712 1.2752 2.7808
C -4.0565 2.3690 0.8291
Cl -5.0973 3.7259 0.9237
C -3.0279 2.3446 -0.1116
Cl -2.7608 3.6633 -1.1715
C -2.6369 -2.4602 -1.2304
Se -0.7872 -2.6564 -0.6930
C -1.1542 -3.4148 1.0737
C 0.1202 -3.7471 1.8291
Se 1.5097 -2.3647 1.7052
C 2.5123 -3.2076 0.2594
H -3.1679 -1.9042 -0.4645
H -3.0670 -3.4455 -1.3821
H -2.6436 -1.9047 -2.1648
H -1.7491 -4.3164 0.9347
H -1.7513 -2.6850 1.6060
H 0.5833 -4.6623 1.4673
H -0.0909 -3.8740 2.8881
H 2.8776 -4.1612 0.6301
H 3.3553 -2.5719 0.0102
H 1.8881 -3.3508 -0.6144
C 3.9081 0.0523 -0.0988
P 2.2243 0.7202 -0.3387
C 2.0618 1.0775 -2.1050
C 1.7353 -0.0105 -2.9169
C 1.5591 0.1562 -4.2815
C 1.6776 1.4215 -4.8413
C 1.9942 2.5075 -4.0374
C 2.1991 2.3384 -2.6759
C 2.1482 2.3030 0.5652
C 1.3076 3.3485 0.1779
C 1.2018 4.4900 0.9590
C 1.9376 4.6156 2.1297
C 2.7695 3.5804 2.5277
C 2.8656 2.4290 1.7572
P 5.3770 1.2003 0.0882
C 5.3871 2.0803 -1.5131
C 5.1782 3.4575 -1.4918
C 5.2057 4.1926 -2.6721
C 5.4468 3.5519 -3.8773
C 5.6560 2.1766 -3.9081
C 5.6259 1.4455 -2.7331
C 6.7179 -0.0086 -0.1955
C 6.6034 -1.3727 0.0534
C 7.6966 -2.2156 -0.1029
C 8.9202 -1.7051 -0.5075
C 9.0471 -0.3433 -0.7514
C 7.9573 0.4964 -0.5922
H 4.0594 -0.6124 -0.9561
H 3.8841 -0.5802 0.7924
H 1.6034 -0.9965 -2.4783
H 1.3119 -0.6976 -4.9025
H 1.5215 1.5600 -5.9049
H 2.0991 3.4952 -4.4728
H 2.4819 3.1912 -2.0692
H 0.7338 3.2838 -0.7359
H 0.5437 5.2902 0.6398
H 1.8629 5.5153 2.7274
H 3.3512 3.6660 3.4379
H 3.5373 1.6404 2.0799
H 5.0054 3.9578 -0.5450
H 5.0550 5.2661 -2.6455
H 5.4822 4.1238 -4.7975
H 5.8473 1.6780 -4.8521
H 5.8147 0.3770 -2.7585
H 5.6614 -1.8080 0.3773
H 7.5868 -3.2756 0.0934
H 9.7713 -2.3622 -0.6304
H 9.9987 0.0661 -1.0674
H 8.0702 1.5566 -0.7894
C -1.5464 0.5099 4.5660
Te -0.0553 1.0874 3.1592
C 1.5441 0.3442 4.3552
H -1.2441 0.9617 5.5095
H -1.6230 -0.5669 4.6583
H -2.4992 0.9307 4.2533
H 1.3093 -0.6615 4.6970
H 1.6798 1.0131 5.2025
H 2.4497 0.3205 3.7549

=====

15
Properties=species:S:1:pos:R:3 method="wB97M-V/def2-TZVPD" relative_energy_kcal_mol=0.0 gap_ev=8.73 e_homo_ev=-9.1 charge=0
C 0.6083 -1.0519 0.3066
C 0.4713 1.2632 -0.4283
C 1.9518 -0.9604 -0.0735
C 1.8123 1.1885 -0.8064
C -0.1059 0.1001 0.1621
C -1.5028 0.1263 0.5325
N 2.4896 0.0929 -0.6819
O -3.6392 -1.6222 0.3140
P -2.8606 -0.7523 -0.6123
Cl -2.5499 1.4844 0.2545
H 0.1640 -1.8682 0.8859
H -0.0427 2.2074 -0.3809
H 2.5991 -1.7939 0.2895
H 2.3486 2.1689 -1.0606
H -1.7439 -0.5827 1.2986